Computed, not measured: a molecular structure, H18KrO9, with ωB97M-V/def2-TZVPD.

As for the highest occupied orbital energy: -10.5300 eV. The value obtained for the frontier orbital gap is 0.374 Eh. As for the energy relative to the best compared isomer or geometry (same formula, charge and spin): 69.5 kJ/mol.

Atoms and positions in Å:
Kr 0.48 -0.50 -0.69
O 1.76 -3.55 -0.63
H 2.72 -3.54 -0.66
H 1.53 -2.80 -0.08
O -2.29 1.00 1.41
H -2.47 0.53 0.59
H -3.09 1.50 1.57
O -0.09 0.24 3.03
H -0.84 0.34 2.45
H -0.46 0.27 3.91
O 0.56 -2.74 2.36
H 0.43 -1.82 2.59
H -0.08 -3.21 2.89
O 1.50 2.72 -0.36
H 0.59 2.91 -0.14
H 1.92 2.54 0.49
O -3.26 -0.21 -0.99
H -3.00 -1.13 -1.06
H -4.12 -0.24 -0.57
O -1.57 1.58 -2.42
H -1.90 2.48 -2.36
H -2.25 1.05 -1.99
O 4.17 -0.11 1.18
H 4.19 0.00 0.22
H 4.42 0.74 1.52
O 0.58 0.93 -4.28
H 0.61 -0.02 -4.40
H -0.04 1.06 -3.57